2 unconnected molecules or ions with the total composition C3H11NOS2 in a non-equilibrium geometry, computed with ωB97M-V/def2-TZVPD.

Positions of all 18 atoms, in Å:
1 C 0.03893 -0.06787 0.73190
2 C 1.27709 0.85404 0.72349
3 H 0.98048 1.91747 2.56864
4 O 0.49272 -5.29915 0.37171
5 H -1.81073 0.25334 -2.73502
6 H 1.44558 4.07550 0.80326
7 C 0.96730 2.14695 1.51468
8 H -0.39876 -5.63596 0.22297
9 H 0.31613 -1.09763 0.50590
10 H -0.60353 0.00091 1.63292
11 H 2.09641 0.23018 1.12469
12 S -1.09009 -0.72991 -1.92222
13 H 2.61717 2.87340 0.62950
14 H 0.53886 -4.61868 1.02615
15 H -0.04649 2.51916 1.32085
16 H 1.40006 1.19675 -0.27456
17 S -1.26903 0.71625 -0.34692
18 N 1.93844 3.32837 1.24097

Calculated total energy ... -28496.188 eV
LUMO ... 0.2 eV
Kohn-Sham gap ... 8.6 eV
Energy relative to the best compared isomer or geometry (same formula, charge and spin) ... 135.9 kJ/mol
HOMO level ... -8.345 eV
SMILES string ... NCCCSS.O
F_max ... 3.3 eV/Å